(1)
Below is 3 unconnected molecules or ions with the total composition C13H32BF3N2O5S, with properties calculated with ωB97M-V/def2-TZVPD.

Output
* structure (SMILES): O=[SH](=O)CBCCOCC(F)(F)F.COC[C@@H](C)N.COC[C@@H](C)N
* Kohn-Sham gap: 9.005 eV
* electronic energy: -46879.2436 eV

Geometry as ORCA input:
```
! RIJCOSX wB97M-V def2-TZVPD def2/J DEFGRID3
* xyz 0 1
O 0.0615 -4.9492 0.2938
S 1.1566 -4.1362 -0.0945
O 1.0355 -3.4703 -1.3549
C 1.6159 -2.9987 1.2021
B 0.5507 -1.8447 1.5132
C -0.4376 -1.1689 0.4954
C -1.8721 -1.6247 0.8806
O -2.1004 -2.8625 0.2159
C -3.3834 -3.3631 0.5342
C -3.3030 -4.4231 1.6226
F -4.5410 -4.7424 2.0259
F -2.6511 -4.0310 2.7032
F -2.7624 -5.5098 1.1354
H 2.2182 -4.9942 -0.2120
H 2.5718 -2.5505 0.9029
H 1.7491 -3.5944 2.1095
H 0.5435 -1.4323 2.6338
H -0.4149 -0.0815 0.6362
H -0.2865 -1.4413 -0.5493
H -1.9466 -1.7569 1.9688
H -2.6223 -0.8817 0.5849
H -4.0668 -2.5446 0.7787
H -3.7698 -3.8592 -0.3593
C -1.0173 5.3086 1.5024
C -1.9374 4.3183 0.7953
C -2.4325 3.1791 1.7013
O -1.4714 2.1729 1.9670
C -0.5373 2.4910 2.9834
N -1.2548 3.8081 -0.3989
H -0.0072 4.9198 1.6293
H -0.9314 6.2247 0.9172
H -1.4079 5.5782 2.4861
H -2.8213 4.8733 0.4677
H -3.2486 2.6690 1.1817
H -2.8523 3.5661 2.6389
H -0.9873 3.0938 3.7767
H 0.3295 3.0074 2.5650
H -0.1842 1.5541 3.4160
H -1.9035 3.2351 -0.9328
H -0.5463 3.1472 -0.0877
C 1.6738 1.5373 -2.4133
C 1.8890 0.0974 -1.9547
C 3.3642 -0.3375 -1.9580
O 3.9018 -0.6155 -3.2363
C 4.3041 0.5222 -3.9761
N 1.0582 -0.7917 -2.7697
H 1.7412 1.6425 -3.4955
H 0.6784 1.8791 -2.1248
H 2.4016 2.2128 -1.9565
H 1.5387 0.0314 -0.9196
H 3.4355 -1.2794 -1.4048
H 3.9961 0.3882 -1.4265
H 4.7076 1.3072 -3.3298
H 3.4735 0.9135 -4.5675
H 5.0841 0.2090 -4.6705
H 1.1175 -1.7364 -2.3897
H 1.5010 -0.8657 -3.6826
*
```

(2)
Below is a molecular structure, C13H32N5PPdSSe, with properties calculated with ωB97M-V/def2-TZVPD.

Output
* energy above the lowest of the compared OMol25 structures with the same formula, charge and spin: 155.1 kJ/mol
* Kohn-Sham gap: 7.070 eV
* electronic energy: -110388.7094 eV

Geometry as ORCA input:
```
! RIJCOSX wB97M-V def2-TZVPD def2/J DEFGRID3
* xyz 2 1
Pd -0.0362 -0.2657 0.0783
N 3.6218 -1.7068 -4.6218
C 3.6705 -2.0632 -3.1476
C 2.4075 -1.5731 -2.4419
N 2.4156 -1.8056 -1.0098
H 4.4640 -2.0183 -5.1114
H 3.5415 -0.6960 -4.7579
H 2.8189 -2.1401 -5.0844
H 4.5688 -1.5934 -2.7505
H 3.7865 -3.1447 -3.0998
H 1.5293 -2.0690 -2.8639
H 2.2792 -0.5020 -2.6237
H 3.2212 -1.3916 -0.5550
H 2.3981 -2.7936 -0.7868
Se -1.8328 -1.1383 -1.2672
C -2.5236 0.5861 -1.2218
N -2.9128 1.6693 -1.1454
C -1.1297 -4.2818 2.5741
C -0.9094 -3.4089 1.3369
P -0.6200 -1.6596 1.7029
C 0.7930 -1.5746 2.8511
C 1.5248 -0.2280 2.8204
C -2.0946 -1.0705 2.5831
C -2.1945 0.4492 2.7115
H -1.3638 -5.3003 2.2684
H -1.9629 -3.9255 3.1790
H -0.2420 -4.3230 3.2054
H -1.7745 -3.4402 0.6712
H -0.0522 -3.7637 0.7582
H 1.4726 -2.3862 2.5798
H 0.4251 -1.7931 3.8561
H 1.7439 0.1114 1.7990
H 2.4838 -0.3008 3.3316
H 0.9512 0.5532 3.3176
H -2.0905 -1.5389 3.5708
H -2.9552 -1.4662 2.0376
H -1.3520 0.8633 3.2690
H -3.0996 0.7137 3.2563
H -2.2441 0.9311 1.7337
S 0.8445 1.4888 -1.2774
C -0.3046 2.7854 -1.0331
N -0.8018 3.3951 -2.0937
C -1.8005 4.4695 -2.0334
C -1.6737 5.1898 -0.7035
C -1.7145 4.1706 0.4213
N -0.6740 3.1640 0.1780
H -0.5244 3.0261 -2.9881
H -2.7917 4.0272 -2.1473
H -1.6204 5.1388 -2.8720
H -2.4872 5.9036 -0.5905
H -0.7335 5.7427 -0.6674
H -2.6814 3.6665 0.4608
H -1.5141 4.6293 1.3871
H -0.2495 2.6879 0.9562
*
```

(3)
Below is a molecular structure, C13H33AlBeBrCl2F2N3O14PS3, with properties calculated with ωB97M-V/def2-TZVPD.

Output
* Kohn-Sham gap: 1.264 eV
* electronic energy: -196439.8199 eV

Geometry as ORCA input:
```
! RIJCOSX wB97M-V def2-TZVPD def2/J DEFGRID3
* xyz 1 1
O 1.4048 4.0166 0.6753
P 0.6368 2.6076 0.7899
N 0.7659 1.5990 -0.6745
C 1.5271 0.3099 -0.4323
O 2.4572 0.3101 0.5293
O 1.3688 -0.9392 -1.2087
C 1.3857 -0.6760 -2.6599
C 2.9400 0.1229 -3.0156
C 2.8225 1.8464 -3.1893
O 3.0498 0.7870 -4.4265
H -0.7757 2.9692 0.9443
H 1.0017 1.9057 1.9946
H -0.1770 1.3953 -1.0992
H 1.3904 -1.6702 -3.2773
H 0.5641 0.0678 -3.0361
H 3.9678 -0.3368 -2.4623
H 3.7936 2.4862 -3.3194
H 1.7372 2.1187 -3.5321
Al 1.5737 3.4219 2.9561
Cl -2.2846 2.4006 0.0276
C -3.2208 -3.6146 -1.5660
C -1.7189 -3.6557 -1.2378
C -1.3398 -2.3996 -0.4358
O -1.0531 -3.6251 -2.3789
H -3.4976 -2.7319 -2.1574
H -3.5341 -4.5054 -2.1251
H -3.8113 -3.5853 -0.6424
H -1.5853 -4.5026 -0.5497
H -1.5469 -1.4718 -0.9853
H -0.2758 -2.4004 -0.1673
H -1.9116 -2.3581 0.4990
Cl -0.9368 1.7918 -2.3683
Be -1.0524 -5.1340 -3.5306
Br -1.5113 4.5557 1.1526
O 0.3981 0.0802 -5.4636
H 1.2844 -0.0321 -5.8390
H -0.1616 0.2588 -6.2342
N -2.9036 0.9105 5.4987
S -2.2574 2.3087 5.1897
O -0.8763 2.3224 4.7195
O -2.6631 3.4400 6.0160
F -3.0260 2.6606 3.8282
S -2.2741 0.2551 6.7811
O -2.5885 -1.1651 6.9320
O -2.3067 1.0087 8.0288
F -0.7135 0.1907 6.4561
C -3.3793 -2.3047 -7.9952
C -3.1044 -0.9195 -7.5006
O -2.2252 -0.1805 -7.8991
N -3.8297 -0.3739 -6.4154
C -4.7885 0.6702 -6.8503
H -3.3780 -2.3073 -9.0876
H -2.6113 -2.9832 -7.6163
H -4.3599 -2.6433 -7.6487
H -4.2906 -1.1117 -5.8812
H -3.1098 0.1117 -5.8714
H -5.4009 0.9291 -5.9831
H -5.4161 0.2637 -7.6479
H -4.2277 1.5445 -7.1913
O 4.3449 -1.2272 7.9487
S 4.2471 0.1996 7.7298
O 2.9777 0.8956 7.7503
O 5.0297 0.5806 6.3521
C 4.6818 -0.1058 5.1585
C 3.3996 0.4411 4.5598
C 5.3551 1.0212 8.8476
H 4.6080 -1.1840 5.3355
H 5.5018 0.0496 4.4498
H 2.5405 0.2158 5.1986
H 3.2142 0.0013 3.5756
H 3.4511 1.5299 4.4597
H 6.3330 0.5397 8.7934
H 4.9474 0.9292 9.8564
H 5.4234 2.0742 8.5683
*
```

no.,F_max (eV Å⁻¹),HOMO level (eV)
1,1.61,-8.95
2,0.68,-13.68
3,7.63,-10.11